The following is a DFT calculation (the ωB97M-V functional and the def2-TZVPD basis) of a cluster of 12 separate species, C48H132N12O12 in total at a distorted geometry.

The geometry in XYZ format:
```
204
Properties=species:S:1:pos:R:3
C -1.1575 1.2002 -6.9696
H 1.4125 6.2846 5.8239
N 2.7703 -1.1520 -5.6339
C 1.5404 -3.3288 0.1461
N -2.2733 -4.2694 4.9842
H -2.3615 3.2279 2.9710
C 7.6633 -1.8209 1.3839
H -2.6534 0.3979 -2.9170
H 0.0029 -4.0250 6.2084
C -3.5469 5.4283 -0.2581
H 0.6485 1.3139 2.0456
H -2.3078 -0.7100 4.7758
C 3.0962 -2.6902 -3.8723
H 0.2338 3.8920 1.1171
H -3.0239 1.7774 6.0162
H 1.4982 -7.3917 0.2268
C -3.3256 2.4948 -3.0471
H -0.2003 0.7109 5.0592
H -0.9681 -8.0290 -6.4075
C -1.2486 6.6538 -0.5860
H -3.8631 3.1419 -2.3540
N 0.5827 3.4394 1.9498
O -2.5252 -1.9543 6.8707
N -2.8358 1.2671 5.1651
H 0.1789 0.1621 3.1193
H 0.8978 -7.7141 -2.1670
H -1.4760 3.5457 6.3647
H -1.7321 6.2207 3.4256
C 0.1667 4.0250 -3.1475
H -5.9737 5.9121 0.6612
H 5.9683 -0.4602 3.2296
H 1.6962 7.5388 4.5374
H 3.3377 -0.6069 -3.7191
N 0.5919 0.3192 2.2111
H -3.3754 4.0283 4.9786
H -3.6921 -6.9784 -4.4196
C 0.7621 -6.9034 6.3241
H 3.5092 -3.5750 -4.3569
C -3.1315 -2.6945 7.9325
C 0.0851 -4.7292 5.3804
H 0.5966 5.7758 3.2470
O 2.4142 -4.4025 -0.0949
H 0.0620 4.5929 -4.0719
C -0.7595 0.2710 5.8850
H 7.6550 -0.4427 -4.4004
H 1.6318 -7.0675 5.6878
H -0.9212 -7.5821 -3.7561
H 2.9877 -0.2739 -6.0830
H -4.7572 1.3340 -3.9875
H 0.4567 0.9391 -10.8777
H -1.8987 -9.2244 -5.3960
H 0.6491 4.6248 -2.3756
H -2.3037 4.1538 -3.9889
H -1.1764 6.3150 -1.6195
H -2.7155 8.3046 3.7025
H -3.2039 0.9144 -6.9036
H 0.1516 -0.3206 -6.3678
C -1.3479 -5.8371 -4.8365
C -2.4203 4.4523 4.6686
H 3.3362 -2.7455 -2.8105
H 2.3473 -0.7906 2.9071
C -0.9080 -0.0800 -6.2810
H 0.9050 3.2446 -3.3318
H 1.6146 -6.6631 -3.2589
H -0.0712 3.6758 2.6823
C 4.1156 -0.9126 2.1686
C 0.1434 -0.3375 -2.6547
H -2.0880 5.8476 1.2492
H 2.5035 -6.2519 0.6334
C 7.2017 -1.1987 -3.7592
H 7.6851 -1.0702 -2.7908
H -2.4404 -3.4868 8.2199
O -4.3096 4.6308 0.6912
H -0.5595 -3.2970 -2.9843
H -6.3121 4.2693 1.3287
H -2.3627 -3.4459 5.5620
N 3.2201 -1.1804 3.2332
H -1.2876 2.0395 -8.8990
H -0.5248 -5.8955 -5.5486
H -0.4602 -2.1254 4.3878
H -3.2646 -2.1707 8.8790
N -1.4922 4.3444 0.1326
H -0.2217 6.7125 -0.2251
H 0.2980 -3.0186 3.1180
H -1.4917 -0.8709 -6.7521
H -2.3707 -5.0083 5.6659
N -4.1467 2.1138 -4.1859
H 7.6734 -2.8321 1.7908
C 2.5746 -6.4665 -1.3117
H -1.4655 4.1287 -0.8537
H 1.0324 -4.6265 4.8510
H 2.4328 -8.1227 -2.7851
H 0.8634 4.3425 4.3158
H 8.2974 -1.2800 2.0863
H 3.8211 -1.5896 1.3668
O 5.7971 -1.1707 -3.5059
H 0.5227 -3.5937 0.4330
N -1.8241 3.4112 3.8063
H -0.2125 -1.4074 1.2435
C 0.8918 1.5948 -10.1235
H -3.2820 -8.4048 -3.8126
H -6.1748 4.5559 -0.3264
H -2.9059 -0.0128 7.6139
H 0.1788 -3.6473 -4.6013
O 0.5319 1.1462 -8.8520
H -2.2617 3.7693 0.4445
H 8.0261 -1.7622 0.3577
H -0.7944 1.0128 6.6829
H 2.8944 0.5087 1.0799
C -2.0417 3.1769 -3.5825
H -0.3835 -0.8825 -3.4379
C 3.5595 -1.3853 -4.4492
C 5.5657 -1.2368 2.5793
H 5.4120 -2.0249 -5.3507
H -4.0418 -3.2307 7.6641
H 3.2770 5.4708 1.5539
H -3.5516 5.1633 -1.3154
H 1.5020 -2.6341 -0.6929
O 2.4445 5.6632 4.1850
C -0.2424 -0.3225 1.1426
C -0.6988 -3.7548 -3.9637
H 1.9199 -2.7269 0.9718
C 5.0489 -1.2525 -4.6726
H 0.1764 1.1764 -0.3436
H -0.2293 -0.6392 6.1652
H -2.7067 -7.9854 -6.2612
C -1.7892 -8.1858 -5.7079
H 1.2991 -0.0694 -0.3152
H 2.0267 -2.9007 -3.8694
C 0.2223 0.0907 -0.2591
C -1.6894 0.0841 1.4670
H 3.5930 -6.2898 -1.6574
O -3.3566 6.6928 4.6395
O -1.0795 3.5245 -2.6380
H -0.9042 -5.0527 3.5782
C -2.6034 5.7281 3.8572
H -1.3345 0.3376 -9.0767
H -4.4210 8.4781 4.3354
C -1.6300 4.5498 5.9694
H 1.9742 1.6176 -10.2499
H -1.7921 2.5143 4.2696
H -3.7257 1.1142 4.7125
C 2.1068 6.6936 5.0899
H 1.1688 -0.6887 -2.7697
H -1.7030 1.1513 1.6886
H -2.8259 2.4013 -7.2620
O -0.8856 -5.1306 -3.6830
C -0.6400 -2.9208 3.6645
C 2.4081 4.8527 1.3277
H -1.7104 7.6377 -0.5037
H -4.0870 6.3751 -0.2623
C 1.7468 4.0851 2.4429
H -2.3556 -0.1992 0.6521
N -2.5002 1.6149 -6.7183
C -0.8447 1.1252 -8.5041
H -3.2423 5.4164 3.0309
C -3.6835 7.8298 3.8622
H -1.5031 -3.2313 -4.4806
H 2.7337 4.0679 0.6449
H 7.5923 -2.0989 -4.2339
C -5.7232 4.8520 0.6204
O 6.3429 -1.2832 1.3851
C 1.8742 -5.1435 -1.1652
H 4.0473 1.2199 2.2646
H 0.5968 2.6439 -10.1452
C 1.3085 5.0263 3.5929
H 1.6973 5.4568 0.7640
H 0.1384 0.7381 -2.8311
H 1.1003 -6.4472 7.2544
H 0.3712 -7.9062 6.4966
H -2.2826 -5.4385 -5.2310
H -1.5791 2.5973 -4.3813
C -1.6992 -7.3053 -4.4675
H 5.1917 -0.3261 -5.2289
H -2.1074 -0.3676 2.3666
H 5.6595 -2.1849 3.1089
H 3.0360 6.9477 5.5998
O -0.3849 -0.5969 -1.3532
H -1.4916 -2.6501 3.0404
H -1.1245 -0.0352 -5.2136
H -2.1988 5.1050 6.7153
H 3.4472 -0.5976 4.0262
H -2.2368 1.3796 -1.5343
C -2.2190 0.0183 5.5819
O -0.1966 -6.0488 5.7535
C -2.0930 5.6007 0.1875
N -3.0087 -7.4326 -3.8308
H 1.9560 -4.6024 -2.1078
C 1.8695 -7.2755 -2.3939
H -3.4623 1.9918 -4.9185
C -0.9242 -4.2597 4.3258
N 2.4425 -7.0773 0.0547
C -3.0037 -0.6073 6.7056
H 2.4519 3.3434 2.8182
H -0.5431 2.0222 -6.6025
C -2.9954 1.2309 -2.3028
H -3.8754 0.8732 -1.7681
H -4.0414 -0.6718 6.3782
C 3.9075 0.4755 1.4807
H -4.1191 7.5725 2.8967
H -0.6790 5.0665 5.8401
H 0.8311 -5.3479 -0.9238
H 1.7785 -1.3021 -5.5164
H 4.6180 0.5975 0.6631
```

Values from the calculation:
Maximum force, Eh/bohr: 0.048
Energy above the lowest of the compared OMol25 structures with the same formula, charge and spin, kcal per mole: 109.51
Orbital gap, Ha: 0.322
HOMO energy, eV: -8.26
SMILES string: COC[C@H](C)N.COC[C@H](C)N.COC[C@H](C)N.COC[C@H](C)N.COC[C@H](C)N.COC[C@H](C)N.COC[C@H](C)N.COC[C@H](C)N.COC[C@H](C)N.COC[C@H](C)N.COC[C@H](C)N.COC[C@H](C)N
LUMO, eV: 0.50

The following is a DFT calculation (the ωB97M-V functional and the def2-TZVPD basis) of a cluster of 19 separate species, C48H132NO19 in total at a distorted geometry.

The geometry in XYZ format:
```
200
Properties=species:S:1:pos:R:3
H -2.3199 -7.7156 7.7052
C 2.6975 6.4185 -7.5870
H -3.8977 6.7327 -8.9540
H 3.1775 5.7022 -6.9203
H 2.2856 5.9510 -8.4814
H -0.9816 -1.3352 7.8226
C -4.0879 -5.5357 7.8536
C -4.7972 5.4330 -7.8453
H 6.9565 7.4602 -2.8854
H 1.7457 -6.9520 3.8622
C -0.0037 1.9709 -1.3308
C 7.1462 5.2803 -2.7376
H 0.9252 -1.7881 9.9406
H -3.6227 -7.3428 -5.4303
H -7.2130 -0.7329 2.5251
H 8.2348 6.2052 -0.3870
H -7.9475 1.9131 -3.9859
O -1.5800 -1.0312 10.4674
H -7.2361 6.5925 -0.1049
H 2.0408 8.9703 1.8618
H 9.2411 -1.4178 1.5706
H -4.1624 -4.4999 8.1847
H -0.4847 0.3885 -3.4138
H -7.0261 -7.2389 -7.3017
H 9.0265 -0.4376 -0.8626
H 1.2184 0.0823 -1.5881
H -2.8983 -1.5335 0.8718
H 1.4780 11.6526 -0.4747
H -3.1570 2.8976 -2.4365
O -8.1871 4.9796 0.6499
H 1.8309 10.0897 -2.2560
H -6.6886 -7.1101 -4.9884
H -0.1339 -0.8196 -9.1311
H -0.6602 0.7827 10.0492
C -2.0597 -1.9824 -9.0544
H -1.9207 0.1551 8.0817
H -2.4674 5.4142 3.3439
C -2.7329 -10.1919 1.9994
C -0.6175 -0.2758 9.7927
C 7.6587 6.7163 -2.5090
H -4.7261 -8.4461 -4.5190
H -5.7389 5.2336 -7.3340
H 1.6026 -0.1860 9.4741
H 5.1630 3.2181 3.7247
O -1.8218 -2.9980 -8.0836
H 3.5746 -4.4569 -3.4886
H -6.0208 -8.5264 -6.7869
H -1.6727 3.7140 -2.3888
H -1.4227 3.9730 3.5216
H 8.5691 0.6426 0.4565
C -0.8602 -1.3972 -9.7029
H -1.3270 -1.7207 1.6549
H -2.6184 5.6662 5.7935
H 1.7772 1.1703 -0.4652
H 10.8212 -2.5983 -0.0204
H 6.7901 5.2452 -3.7672
O 4.6393 -6.0203 -4.2620
H 5.3958 2.1208 6.5698
H -3.3654 -5.4779 7.0395
C -2.2388 2.9530 -1.8516
H 7.9727 4.5741 -2.6582
H -1.7588 -9.7078 1.9286
C 0.8459 -0.7076 10.0602
H -2.6147 -11.1564 1.5055
H -5.0726 -10.6767 0.8769
O -4.9596 -9.8447 1.3421
C -7.7774 6.2814 0.7886
H -8.6281 8.1924 1.3289
H 3.1483 -5.5081 -1.3259
N -2.0504 0.7771 -0.6266
H -9.6454 6.8916 1.8569
O -5.5699 -5.4058 -5.6774
H -0.5759 -1.3061 -2.1615
H 6.3150 5.0085 -2.0869
H 2.4378 -6.4478 -2.5757
C 5.4652 2.0731 5.4831
C 0.8333 0.7719 -0.8371
H -6.2987 -2.4308 -1.4815
C -1.4489 1.6062 -1.7276
H -2.2527 0.4099 -3.2046
H 5.8785 -5.5576 -1.9850
H -1.6870 4.1717 5.9514
H 9.4965 6.3051 -2.9884
H 0.3953 9.3205 -1.5214
C 10.0312 -0.8251 1.1096
H 0.6149 -6.4005 4.9866
C -6.0286 -7.4437 -6.9129
H -3.6187 3.3625 3.1011
H -5.3337 -7.1320 -7.6927
H 3.6505 2.9581 4.7868
H 0.0551 0.5146 1.1377
H -2.7103 -2.4623 -9.7855
H -1.3696 -1.9554 10.3153
C 7.7243 6.9534 -0.9933
O -2.3171 -5.8711 9.3552
O -7.5085 1.0663 -4.0657
C -1.2974 -1.5041 -1.3689
O -3.5256 3.7688 3.9659
H -6.4058 -5.0757 -6.0147
H -8.0417 -0.7340 3.7920
H -2.6755 -1.1813 -8.6455
C 5.3573 -4.7168 -2.4426
H 9.9632 0.3461 2.5616
C -4.4857 4.2481 -8.7158
O 6.8215 2.1553 5.1117
C 0.1181 -0.0688 0.2192
H 3.6318 -6.2560 5.5852
O 8.8752 7.0180 -3.1539
H -2.8100 -7.3595 1.5173
C -3.2154 -7.7966 8.3214
H -1.3628 1.7466 -3.9566
O -6.8309 -3.2202 -1.5805
C -3.4903 -6.4386 8.9070
C -1.3431 1.0084 -3.1549
C 4.1908 -5.2890 -3.1478
H -1.2724 -2.5400 -1.0307
H 2.7863 -7.7362 5.7261
H 4.8973 4.0527 5.2391
H 3.6933 9.0107 -9.1868
H -3.0434 -10.2018 3.0442
H -3.9796 5.4711 -7.1254
C -8.9927 7.2060 1.0425
H 4.2154 7.7645 -7.1001
H 11.8166 -2.2323 1.3081
H 4.5846 7.0003 -8.6598
C 11.1988 -1.7500 0.5506
C -1.9533 -1.0341 1.0853
H 0.6662 -0.9925 0.4047
C 1.7229 8.6981 0.8553
C -1.3283 -0.4471 -0.2330
H -2.2890 -0.2421 1.7547
C -3.7590 -7.8791 1.6495
H -1.1590 -0.6174 -10.4035
H -7.4261 4.4008 0.5635
H -7.1742 6.3104 1.6961
H 1.8454 8.3476 -1.8412
O -3.4830 0.7220 -0.6184
H -1.6222 -6.1254 8.7436
O 3.1008 8.3791 -8.7726
H -4.0899 -7.7788 2.6832
H 1.8525 6.9002 -7.0952
H 5.7536 -0.0951 5.4562
H -4.1966 -6.5202 9.7332
H 8.0541 7.9544 -0.7153
C 5.1477 0.6994 5.0207
H -9.7005 7.2696 0.2160
C 1.4849 9.3343 -1.5504
O 10.6657 -0.1647 2.1527
O -4.7969 6.5857 -8.6517
H -0.0875 2.6081 -0.4504
H 0.9786 -0.6425 11.1401
H 10.1947 0.7796 -0.2947
H 3.0635 9.9306 -0.1898
H -5.0509 4.2080 -9.6469
C -0.9652 -0.3376 8.2616
H -6.4547 -3.6700 -2.3371
C -1.9142 5.0057 5.2874
H -4.0073 -8.1869 7.6823
H 3.8786 -7.0658 -1.9105
O 1.4155 10.9675 0.1949
H 7.0404 3.0772 5.2660
C -5.8130 -6.8033 -5.5604
H 0.6646 8.4407 0.8133
H -0.1705 0.2025 7.7469
H 4.1565 0.3173 5.2649
C 3.4038 -6.1246 -2.1878
C -2.2862 4.5064 3.9192
H 2.3666 7.8264 0.7371
H -3.0876 -8.5748 9.0738
H 11.8072 -1.2152 -0.1788
H 5.0958 -4.1268 -1.5641
C 3.7864 7.3965 -8.0321
H -4.4565 -6.8842 -3.9333
H -2.6657 -3.1254 -7.6441
C 4.7277 3.1103 4.7182
H -0.3861 -2.1895 -10.2822
H -4.4244 -7.3309 0.9825
C -4.5549 -7.4292 -4.8721
C 1.9934 9.7234 -0.1981
O -7.9835 -1.1359 2.9253
H -0.9355 5.4818 5.2282
C 9.4009 0.0977 0.0100
C -3.6892 -9.3351 1.1619
H -2.2912 -1.5108 -1.8165
H 5.2475 -6.7201 -4.0128
C 1.6519 -6.2468 4.6880
H 6.0156 -4.1458 -3.0974
H 6.7545 6.8448 -0.5077
O 2.2231 -6.3946 7.0760
H -6.7779 1.1157 -3.4493
H 0.5220 2.5593 -2.0828
H -3.3174 -9.3880 0.1387
H 3.0058 -6.1978 7.5957
H -3.4587 4.2433 -9.0809
H 1.8864 -5.2381 4.3480
H -5.0644 -5.8685 7.5016
C 2.6363 -6.6576 5.7743
H -4.6297 3.3569 -8.1050
H -2.4819 3.4219 -0.8981
H 5.4062 0.5684 3.9699
```

Values from the calculation:
Maximum force, Eh/bohr: 0.056
Orbital gap, Ha: 0.125
HOMO energy, eV: -2.01
LUMO, eV: 1.38
Charge: -1